{
  "formula": "C55H143N15O20",
  "method": "ωB97M-V/def2-TZVPD",
  "e_lumo_ev": [1.732, 1.728],
  "total_charge": -1,
  "total_energy_ha": -4506.79642,
  "spin_multiplicity": 2,
  "max_force_ev_per_a": 7.72,
  "homo_energy_ev": [0.077, -6.642],
  "elements": ["C", "C", "C", "O", "C", "N", "H", "H", "H", "H", "H", "H", "H", "H", "H", "H", "H", "C", "O", "C", "C", "N", "C", "C", "O", "C", "H", "H", "H", "H", "H", "H", "H", "H", "H", "H", "H", "H", "H", "H", "H", "C", "O", "C", "C", "N", "C", "C", "O", "C", "H", "H", "H", "H", "H", "H", "H", "H", "H", "H", "H", "H", "H", "H", "H", "C", "O", "C", "C", "N", "C", "C", "O", "C", "H", "H", "H", "H", "H", "H", "H", "H", "H", "H", "H", "H", "H", "H", "H", "C", "O", "C", "C", "N", "C", "C", "O", "C", "H", "H", "H", "H", "H", "H", "H", "H", "H", "H", "H", "H", "H", "H", "H", "C", "O", "C", "C", "N", "C", "C", "O", "C", "H", "H", "H", "H", "H", "H", "H", "H", "H", "H", "H", "H", "H", "H", "H", "C", "O", "C", "C", "N", "C", "C", "O", "C", "H", "H", "H", "H", "H", "H", "H", "H", "H", "H", "H", "H", "H", "H", "H", "C", "O", "C", "C", "N", "C", "C", "O", "C", "H", "H", "H", "H", "H", "H", "H", "H", "H", "H", "H", "H", "H", "H", "H", "C", "O", "C", "C", "N", "C", "C", "O", "C", "H", "H", "H", "H", "H", "H", "H", "H", "H", "H", "H", "H", "H", "H", "H", "C", "O", "N", "N", "H", "H", "H", "H", "C", "O", "N", "N", "H", "H", "H", "H", "C", "O", "N", "N", "H", "H", "H", "H"],
  "xyz": [[-5.055834, -3.263384, -3.679676], [-6.004762, -4.445654, -3.349221], [-7.494570, -4.171235, -3.903513], [-7.440344, -4.379923, -5.297707], [-8.735114, -4.565874, -5.958420], [-5.378868, -5.569258, -4.041047], [-5.570790, -2.319381, -3.501425], [-5.033465, -3.139056, -4.762327], [-4.012912, -3.111008, -3.401857], [-5.960093, -4.547420, -2.264905], [-7.877166, -3.171311, -3.698883], [-8.287477, -4.797224, -3.494199], [-9.508633, -3.855276, -5.667187], [-9.158647, -5.548342, -5.749917], [-8.608878, -4.446260, -7.034457], [-5.379993, -6.391007, -3.453833], [-5.869481, -5.834671, -4.883046], [-6.123352, -1.146250, 2.164775], [-4.974710, -1.489576, 1.402823], [-5.129263, -1.063352, 0.000567], [-3.809205, -1.258250, -0.857126], [-2.998093, -0.280882, -0.527516], [-1.753782, -0.156849, -1.317773], [-0.847458, 0.866861, -0.489733], [0.436597, 0.989113, -1.185892], [1.330998, 1.896759, -0.632067], [-6.469779, -0.123798, 2.014155], [-5.775001, -1.418374, 3.161123], [-6.882018, -1.836816, 1.796476], [-5.350739, 0.003456, 0.031747], [-6.007463, -1.583640, -0.381746], [-4.093331, -1.380990, -1.902267], [-3.336254, -2.159094, -0.466086], [-2.752010, -0.207927, 0.449325], [-1.824135, 0.120428, -2.369568], [-1.194556, -1.092410, -1.308852], [-0.866846, 0.789190, 0.597330], [-1.400757, 1.793855, -0.640180], [2.257963, 2.001641, -1.195836], [1.710752, 1.487769, 0.304210], [0.860897, 2.812726, -0.274143], [9.069253, 2.554420, 1.648043], [9.209001, 2.541124, 0.247548], [9.365668, 1.209017, -0.350880], [8.289697, 0.094219, -0.040786], [6.985051, 0.436473, -0.474811], [6.178240, -0.754398, -0.793448], [4.805960, -0.228407, -1.312608], [4.018894, -1.344532, -1.880263], [3.000151, -0.980259, -2.800137], [9.828531, 1.983203, 2.182195], [8.033891, 2.280307, 1.850495], [9.255194, 3.587956, 1.940150], [10.366209, 0.897605, -0.050796], [9.374849, 1.238300, -1.440441], [8.306365, -0.060360, 1.038075], [8.544454, -0.887371, -0.440375], [6.612042, 0.920461, 0.329379], [6.070928, -1.368297, 0.100817], [6.546405, -1.290400, -1.668243], [5.018654, 0.573187, -2.019932], [4.244601, 0.303446, -0.544427], [2.896109, -1.931632, -3.321824], [3.386279, -0.260608, -3.522012], [2.151298, -0.714538, -2.170109], [0.585022, -7.390771, 3.528894], [-0.372130, -7.083231, 4.564625], [-0.721090, -5.607866, 4.532292], [-1.428603, -5.329974, 5.859311], [-1.916673, -3.980374, 5.977650], [-3.218565, -3.818502, 5.413497], [-3.549059, -2.339296, 5.272065], [-2.699059, -1.828406, 4.318089], [-2.889937, -0.518715, 3.950777], [1.525339, -7.486645, 4.071763], [0.675272, -6.825925, 2.601042], [0.275331, -8.375788, 3.179700], [-1.254808, -5.400461, 3.604799], [0.195956, -5.021484, 4.475081], [-0.692176, -5.607840, 6.613350], [-2.148591, -6.078252, 6.190651], [-1.276550, -3.283166, 5.625157], [-3.913276, -4.392448, 6.026747], [-3.423245, -4.097810, 4.379965], [-3.526225, -1.983718, 6.302185], [-4.603364, -2.194322, 5.036384], [-2.347542, -0.358465, 3.018992], [-2.405250, 0.156344, 4.656097], [-3.895026, -0.372246, 3.555225], [2.883069, -4.184400, -8.187217], [2.145980, -5.444179, -8.562363], [0.987842, -5.184993, -9.499415], [-0.294629, -4.915085, -8.633127], [-0.214312, -3.659060, -7.912967], [-1.400343, -3.331547, -7.194934], [-0.913058, -2.476041, -5.995572], [-0.203812, -3.197947, -4.983484], [0.029327, -2.638105, -3.742015], [2.486768, -3.713724, -7.287494], [2.947780, -3.398220, -8.939448], [3.890456, -4.334071, -7.798787], [0.932186, -6.070224, -10.132947], [1.168037, -4.309060, -10.122627], [-0.685010, -5.787345, -8.108847], [-1.037830, -4.783129, -9.419477], [0.605134, -3.812450, -7.342816], [-1.876036, -4.236660, -6.817336], [-2.146100, -2.780452, -7.767855], [-1.797968, -1.906303, -5.711962], [-0.373043, -1.636875, -6.434086], [0.664310, -3.307187, -3.161297], [-0.834225, -2.396100, -3.122485], [0.481412, -1.648006, -3.800532], [1.153365, 1.906972, -5.745976], [1.104085, 2.880886, -6.752231], [1.479144, 4.171371, -6.306358], [3.026996, 4.542836, -6.176135], [3.722721, 3.802043, -5.116370], [3.597334, 4.529988, -3.837055], [4.756037, 4.107194, -2.844346], [5.938426, 4.267505, -3.538512], [7.265857, 3.729156, -3.014990], [1.956889, 1.799776, -5.017302], [0.965663, 0.936046, -6.204419], [0.290335, 2.060372, -5.098084], [1.003557, 4.459526, -5.368877], [1.237293, 4.903565, -7.076739], [3.211907, 5.615546, -6.232538], [3.559921, 4.244222, -7.078872], [4.686132, 3.649716, -5.378513], [2.602319, 4.626942, -3.402725], [3.995525, 5.530861, -4.003821], [4.663065, 3.045057, -2.617860], [4.769535, 4.471386, -1.817072], [7.697760, 3.008629, -3.709540], [7.257625, 3.128758, -2.105288], [8.018505, 4.495464, -2.829555], [-6.196573, -8.438030, 9.550318], [-5.571883, -8.260991, 8.225422], [-6.247180, -7.292343, 7.375875], [-5.628774, -7.334663, 5.977423], [-6.235687, -6.320316, 5.108060], [-5.570776, -6.421243, 3.812045], [-5.931509, -5.323677, 2.815190], [-7.110936, -5.566012, 2.062660], [-7.434117, -4.581895, 1.105039], [-5.650370, -9.166142, 10.149986], [-7.250352, -8.703262, 9.464839], [-6.134888, -7.512199, 10.122261], [-6.163170, -6.307741, 7.835894], [-7.324169, -7.397349, 7.244827], [-5.612340, -8.324815, 5.521969], [-4.551273, -7.173881, 6.012721], [-7.160893, -6.524533, 4.758226], [-5.863996, -7.375644, 3.374729], [-4.497298, -6.371869, 3.994562], [-5.024781, -5.355762, 2.211111], [-6.152550, -4.410575, 3.367894], [-7.809261, -3.677005, 1.583090], [-8.288115, -4.908656, 0.511733], [-6.639069, -4.217475, 0.454506], [3.537341, 6.325480, 5.904638], [3.531176, 5.237027, 5.108645], [2.313059, 4.548858, 4.732727], [1.271310, 5.522843, 4.138405], [0.147480, 4.873294, 3.460321], [0.528191, 4.447968, 2.125449], [1.121329, 5.381068, 1.014584], [0.298222, 6.601134, 0.941860], [-0.863834, 6.381698, 0.194715], [2.852312, 6.155172, 6.735204], [3.053492, 7.143618, 5.371132], [4.501657, 6.630719, 6.310876], [1.926311, 4.024093, 5.606308], [2.494282, 3.653263, 4.138435], [1.780545, 6.189804, 3.442749], [0.918004, 6.137715, 4.966177], [-0.616654, 5.532931, 3.427485], [-0.511364, 4.221585, 1.888439], [1.071084, 3.520535, 2.307737], [1.372895, 4.934348, 0.052679], [2.084376, 5.644176, 1.452091], [-0.592085, 5.928135, -0.758451], [-1.412277, 7.284272, -0.074861], [-1.624703, 5.748148, 0.650566], [8.916996, 7.175799, 1.986901], [9.351273, 6.308891, 0.903173], [8.604752, 6.282146, -0.272563], [7.098311, 5.968793, -0.263370], [6.361196, 6.954183, 0.547150], [4.966976, 6.532558, 0.778000], [4.822942, 5.242142, 1.624078], [4.668813, 4.150256, 0.723666], [4.844210, 2.971514, 1.370706], [8.018662, 7.783692, 1.879403], [9.699228, 7.920278, 2.135080], [8.828475, 6.605776, 2.911736], [9.112625, 5.582299, -0.936171], [8.693056, 7.200034, -0.853755], [7.048845, 4.963392, 0.154747], [6.729344, 5.838996, -1.280777], [6.768135, 7.050050, 1.466557], [4.448587, 6.492636, -0.180011], [4.470873, 7.425195, 1.159008], [4.055621, 5.264973, 2.397902], [5.769719, 4.996580, 2.105137], [4.606641, 2.057894, 0.825775], [4.315282, 2.871180, 2.318478], [5.927616, 2.855740, 1.401429], [-4.604438, 2.950206, 3.307418], [-4.620223, 2.867644, 4.546600], [-4.072509, 2.148473, 2.462269], [-5.136552, 3.899911, 2.663620], [-4.306482, 2.422017, 1.518598], [-3.604523, 1.282342, 2.687915], [-5.156459, 4.863787, 2.964695], [-5.250400, 3.745157, 1.672057], [-4.762805, 3.132720, -1.155647], [-4.843181, 2.951615, 0.045883], [-4.486692, 2.201619, -2.051659], [-4.677940, 4.370443, -1.636998], [-4.169009, 1.290353, -1.753701], [-4.578568, 2.392144, -3.039264], [-4.789338, 5.183855, -1.048736], [-4.865329, 4.528015, -2.616868], [0.521001, 0.457527, 3.448651], [0.942429, 0.492141, 2.324981], [0.488987, -0.673377, 4.167726], [0.111881, 1.549644, 4.062853], [1.011596, -1.394822, 3.691807], [0.399617, -0.530550, 5.163572], [-0.513638, 1.536033, 4.855722], [0.131373, 2.386786, 3.498131]],
  "forces_ev_per_angstrom": [[-1.712, 1.860, -1.509], [0.588, 1.129, -1.104], [0.778, -0.082, 0.260], [-1.348, -0.059, -1.311], [0.854, 0.186, 0.606], [-0.153, -1.182, 0.772], [-0.058, 0.310, 0.847], [0.158, -0.627, -0.393], [-0.177, -1.060, 0.731], [-0.493, -0.471, -0.009], [0.490, 0.468, 0.116], [0.341, -0.717, 0.448], [0.259, 0.411, 0.351], [0.240, -0.270, 0.080], [0.361, -0.106, 0.140], [0.028, -0.166, 0.087], [-0.147, 0.355, -0.152], [0.775, -1.227, -0.769], [0.910, 0.874, -1.754], [0.325, -0.450, 0.647], [-4.612, -4.384, 1.760], [4.528, 6.111, -0.953], [1.605, 0.173, 2.799], [-0.710, 0.803, -2.931], [-1.480, -0.882, 0.197], [0.547, -0.447, 2.043], [0.263, 0.199, 0.312], [-0.801, 0.424, 0.289], [-0.628, 0.130, 0.502], [-0.050, 0.186, -0.216], [-0.014, -0.236, -0.351], [0.281, 0.369, -0.035], [-0.457, -1.410, -0.550], [-0.323, -0.269, 0.013], [-0.575, 0.465, 0.172], [0.041, -0.543, -0.049], [0.806, -0.964, 0.036], [0.140, 0.612, -0.097], [-0.523, 0.380, -0.802], [0.052, -0.250, 0.410], [-0.065, 0.478, -0.786], [-0.081, 0.600, -0.535], [-0.095, -1.409, -1.550], [-0.261, -0.442, 0.398], [1.884, 0.716, 1.051], [-0.554, 0.045, -0.580], [-1.718, 1.481, -0.332], [-0.515, -1.177, -0.083], [2.362, 1.503, 1.158], [0.985, -0.996, 0.747], [-0.140, -0.587, -0.040], [0.114, -0.209, 0.804], [-0.315, 0.114, 0.015], [0.041, -0.490, 0.162], [-0.037, 0.958, 0.007], [0.045, -0.189, 0.438], [0.638, 0.254, -0.404], [-0.853, 0.175, -0.304], [-0.116, -0.538, -0.203], [0.631, -0.140, 0.385], [0.057, -0.298, -0.680], [-0.293, -0.342, 0.445], [-0.807, 0.209, -0.221], [-0.436, 0.471, 0.091], [-0.493, 0.443, -0.843], [-0.414, -1.570, 1.185], [-0.282, 2.946, -1.423], [0.127, -2.508, 0.392], [1.160, -0.380, 0.068], [0.166, -0.364, 0.320], [-1.127, 0.793, -0.747], [-1.361, -1.103, 1.799], [0.905, -0.973, 0.126], [0.551, 0.435, -1.450], [0.426, 0.103, -0.585], [-0.352, 0.891, 0.454], [0.280, -0.260, 0.029], [-0.481, -0.039, 0.146], [0.245, 0.003, 0.191], [0.574, 0.737, 0.226], [-0.812, 0.153, -0.931], [0.136, -0.120, -0.185], [-0.368, 0.354, 0.088], [0.737, -1.071, -0.474], [0.882, 1.136, 0.132], [-0.236, -0.146, -0.596], [0.647, -0.243, -0.117], [-0.971, 0.448, 0.302], [-0.473, 0.497, 1.147], [-0.641, -0.820, 0.566], [0.432, 2.596, -0.894], [0.573, 0.014, 2.865], [0.061, 0.168, -2.864], [1.214, -1.459, -1.546], [1.176, -0.061, 2.295], [-1.341, 0.908, -0.432], [-0.865, -0.689, -1.834], [0.027, 1.327, 0.772], [-0.827, -0.022, -0.071], [-0.327, -0.414, -0.441], [0.228, -1.079, -0.712], [-0.206, -0.037, 0.236], [0.197, 0.052, 0.098], [0.525, -0.189, 0.661], [-0.489, 0.115, -0.228], [-0.377, 0.651, 0.809], [-0.345, -0.157, 0.238], [0.238, 0.172, -0.195], [-0.355, -0.426, 1.314], [1.068, -0.157, 0.047], [0.059, 0.000, -0.227], [-0.742, -0.569, -0.207], [0.600, 0.073, -0.274], [-1.671, -1.032, 0.951], [1.594, 0.970, 0.119], [1.872, 1.322, -0.358], [-0.126, -2.483, -0.632], [-1.357, 0.683, 0.736], [3.240, 0.535, 0.566], [-1.514, -2.498, 0.477], [3.833, 0.169, -0.189], [-1.417, -0.169, -0.200], [0.814, 0.624, -0.755], [0.243, 0.027, -0.232], [-0.390, 0.061, 0.222], [-0.346, -0.198, 0.088], [-0.912, -0.255, -0.124], [-0.479, 0.502, 0.832], [-0.427, -0.425, -0.471], [0.086, 0.281, 0.443], [0.062, -0.595, -0.111], [-0.661, 0.836, -0.306], [-0.332, -0.686, -0.179], [-0.305, 1.172, -0.168], [-0.368, 0.304, -0.651], [-0.974, 0.229, 0.399], [-0.495, 0.496, -0.317], [0.540, 0.870, -1.214], [-1.434, -0.066, 0.719], [0.742, -0.336, 0.291], [-0.142, 0.167, 0.274], [0.574, 0.159, -0.581], [-0.361, 0.398, -0.039], [-0.110, -0.186, 0.471], [0.187, -0.974, -0.429], [-0.644, 0.710, 0.405], [0.071, -0.240, -0.575], [0.000, -0.206, -0.128], [-0.046, 0.319, -0.099], [0.400, 0.271, -0.143], [-0.294, -0.827, 0.361], [-0.764, -0.533, 0.161], [0.088, 0.699, 0.292], [-0.784, -0.366, 1.280], [0.511, -0.366, -0.421], [0.083, -0.112, -0.260], [-0.186, 1.011, -0.680], [0.880, 0.439, -0.011], [0.022, 0.178, 0.421], [0.265, -0.476, -0.076], [0.463, -0.548, -0.042], [-2.342, 1.420, 0.980], [1.133, -3.195, -2.476], [-0.372, 0.671, 1.046], [0.354, -0.157, 0.489], [1.808, 1.314, 1.122], [-2.290, -0.923, -0.872], [-0.371, 1.123, 2.638], [1.271, -1.058, 0.272], [-0.623, -0.368, -1.148], [0.028, 0.032, 0.719], [0.367, 0.716, -0.006], [0.181, -0.442, -0.455], [-0.435, 0.483, 0.617], [0.839, 0.570, -0.767], [0.278, 0.233, 0.036], [-0.211, 0.059, -0.052], [-0.091, 0.024, -0.123], [0.200, -1.006, -1.467], [0.385, -0.036, -0.936], [-0.702, -0.209, -0.040], [0.125, 0.768, -0.393], [-0.118, -0.221, -0.204], [0.520, 0.471, 0.380], [0.164, -0.318, 0.391], [1.092, 0.202, -0.176], [-0.959, 0.338, 1.515], [-0.616, 0.616, -2.087], [1.323, -0.517, 1.746], [-0.958, -0.668, -0.845], [0.106, 0.710, 0.021], [0.613, 0.217, -1.199], [-2.005, 1.379, -1.122], [1.175, -2.017, 0.224], [0.358, -0.222, -0.492], [0.260, -0.061, 0.081], [-0.019, -0.234, -0.107], [-0.057, -0.482, 0.292], [0.204, 0.760, 0.314], [-0.364, -0.393, 0.281], [-0.114, 0.653, -0.047], [-0.158, -0.381, -0.409], [0.140, -0.819, -0.202], [-0.111, -0.228, 0.928], [-0.265, 0.017, -0.057], [0.320, 0.629, 0.573], [-0.837, 0.433, -0.747], [0.250, 0.255, 0.340], [0.519, -0.215, 1.261], [0.747, -1.170, 6.041], [0.612, -0.276, 0.098], [2.387, -4.071, -2.214], [-3.662, 6.057, -3.087], [0.956, -1.174, -0.623], [-0.517, 0.447, -0.026], [-0.275, -0.562, 0.425], [-0.021, 0.767, -0.129], [1.298, 0.916, -0.196], [-0.540, -0.783, 1.393], [-0.290, -1.865, -0.898], [-0.638, 2.128, -0.933], [-0.205, 0.011, 0.213], [0.250, 0.044, -0.081], [-0.257, -0.379, 0.177], [0.282, 0.065, -0.204], [0.191, -0.409, 0.043], [0.891, -0.125, -2.240], [-0.235, -0.653, 0.444], [-0.907, 2.330, 1.238], [-0.134, -0.295, 0.789], [0.343, -0.873, -0.150], [0.136, 0.086, -0.198], [-0.369, 0.022, 0.316]],
  "lowdin_spin": [0.01, 0.00, 0.01, 0.00, 0.00, 0.00, 0.01, 0.00, 0.00, 0.00, 0.00, 0.00, 0.00, 0.00, 0.00, 0.00, 0.00, 0.00, 0.00, 0.01, 0.01, 0.00, 0.01, 0.01, 0.01, 0.00, 0.00, 0.00, 0.00, 0.00, 0.00, 0.01, 0.00, 0.00, 0.02, 0.00, 0.00, 0.01, 0.00, 0.00, 0.00, 0.00, 0.00, 0.00, 0.00, 0.00, 0.00, 0.00, 0.00, 0.00, 0.00, 0.00, 0.00, 0.00, 0.00, 0.00, 0.00, 0.00, 0.00, 0.00, 0.00, 0.00, 0.00, 0.00, 0.00, 0.00, 0.00, 0.00, 0.00, 0.00, 0.00, 0.00, 0.00, 0.00, 0.00, 0.00, 0.00, 0.00, 0.00, 0.00, 0.00, 0.00, 0.00, 0.00, 0.00, 0.00, 0.00, 0.00, 0.00, 0.00, 0.00, 0.00, 0.00, 0.00, 0.00, 0.01, 0.00, 0.00, 0.00, 0.00, 0.00, 0.00, 0.00, 0.00, 0.00, 0.00, 0.00, 0.00, 0.01, 0.00, 0.00, 0.00, 0.00, 0.01, 0.02, 0.01, 0.00, 0.00, 0.00, 0.00, 0.00, 0.00, 0.00, 0.00, 0.02, 0.01, 0.00, 0.00, 0.00, 0.00, 0.00, 0.00, 0.00, 0.00, 0.00, 0.00, 0.00, 0.00, 0.00, 0.00, 0.00, 0.00, 0.00, 0.00, 0.00, 0.00, 0.00, 0.00, 0.00, 0.00, 0.00, 0.00, 0.00, 0.00, 0.00, 0.00, 0.00, 0.00, 0.00, 0.00, 0.00, 0.00, 0.00, 0.00, 0.00, 0.00, 0.00, 0.00, 0.01, 0.04, 0.00, 0.00, 0.00, 0.00, 0.00, 0.00, 0.00, 0.00, 0.00, 0.00, 0.00, 0.00, 0.02, 0.01, 0.01, 0.00, 0.00, 0.00, 0.00, 0.00, 0.00, 0.00, 0.00, 0.00, 0.00, 0.00, 0.00, 0.00, 0.00, 0.00, 0.00, 0.00, 0.00, 0.00, 0.00, 0.00, 0.00, 0.00, 0.00, 0.00, 0.00, 0.00, 0.01, 0.00, 0.00, 0.01, 0.00, 0.15, 0.04, 0.07, 0.09, 0.01, 0.13, 0.04, 0.11, 0.00, 0.00, 0.00, 0.00, 0.00, 0.00, 0.00, 0.00]
}